(1)
{
  "formula": "C2H2F3NO",
  "method": "ωB97M-V/def2-TZVPD",
  "total_energy_ev": -13794.977,
  "e_above_lowest_kcal_mol": 48.95,
  "gap_ev": 11.3,
  "charge": 0,
  "symbols": ["N", "C", "O", "C", "F", "F", "F", "H", "H"],
  "positions_angstrom": [[-1.3056, 0.6825, 0.2265], [-0.4667, -0.5047, -0.1994], [-0.7896, -1.6750, -0.2159], [1.0497, -0.2242, 0.1104], [1.3998, 1.0313, 0.1099], [1.8549, -0.6318, -0.9399], [1.3095, -0.9688, 1.2640], [-0.6752, 1.5902, -0.3790], [-2.3768, 0.7005, 0.0235]]
}

(2)
{
  "formula": "C2H2F3OP",
  "method": "ωB97M-V/def2-TZVPD",
  "total_energy_ev": -21590.070,
  "e_above_lowest_kcal_mol": 106.29,
  "gap_ev": [9.5, 8.3],
  "charge": 0,
  "symbols": ["O", "C", "P", "C", "F", "F", "F", "H", "H"],
  "positions_angstrom": [[1.7382, -1.9528, 0.9418], [1.5702, -0.5029, 0.1288], [0.2992, -0.2293, -1.0271], [2.8972, 0.1942, 0.0632], [3.7603, 0.0440, 1.1236], [3.4871, -0.1487, -1.0781], [2.6672, 1.4132, -0.1515], [0.3669, 1.1534, -0.8630], [-0.6180, -0.5790, 0.0047]]
}

(3)
{
  "formula": "C2H2F4N2O3S",
  "method": "ωB97M-V/def2-TZVPD",
  "total_energy_ev": -32930.065,
  "gap_ev": 10.1,
  "charge": 0,
  "symbols": ["O", "N", "N", "C", "F", "S", "O", "O", "C", "F", "F", "F", "H", "H"],
  "positions_angstrom": [[-2.1059, -2.0305, -0.0831], [-1.6826, -0.9023, 0.0719], [-0.3729, -0.6479, 0.3296], [0.7443, -1.6548, 0.2725], [1.8410, -1.2343, -0.3689], [-0.0990, 0.9584, 0.7522], [1.1366, 1.0748, 1.4424], [-1.2701, 1.4888, 1.3419], [0.0453, 1.7690, -0.9346], [1.1889, 1.4459, -1.4649], [-0.0506, 3.0870, -0.8732], [-0.9386, 1.2002, -1.6410], [1.1297, -2.0233, 1.3152], [0.4340, -2.5310, -0.1601]]
}

(4)
{
  "formula": "C2H2F5N",
  "method": "ωB97M-V/def2-TZVPD",
  "total_energy_ev": -17183.944,
  "e_above_lowest_kcal_mol": 5.32,
  "gap_ev": 12.5,
  "charge": 0,
  "symbols": ["F", "C", "F", "F", "F", "H", "N", "C", "F", "H"],
  "positions_angstrom": [[0.2207, 2.0269, 0.6022], [-0.5125, 1.4843, 1.5763], [-1.6623, 0.9854, 1.1214], [-0.6774, 2.4039, 2.5543], [0.1633, 0.4642, 2.0139], [0.5612, -2.0668, -0.2101], [0.5128, -1.1655, -0.6356], [0.4846, -1.2874, -1.8754], [0.3447, -2.4344, -2.5495], [0.5649, -0.4106, -2.5976]]
}

(5)
{
  "formula": "C2H2F5N2P",
  "method": "ωB97M-V/def2-TZVPD",
  "total_energy_ev": -27936.655,
  "e_above_lowest_kcal_mol": 38.07,
  "gap_ev": 10.9,
  "charge": 2,
  "symbols": ["F", "C", "N", "C", "P", "F", "F", "N", "F", "F", "H", "H"],
  "positions_angstrom": [[-0.3610, -3.7964, -0.0543], [-0.2819, -2.5982, 0.1319], [-0.0150, -1.5020, 0.2961], [-0.0558, -0.1373, 0.4316], [-1.7915, 0.6427, 0.2261], [-2.1003, 1.6898, 1.2878], [-2.1163, 1.2652, -1.1070], [-2.9054, -0.6128, 0.2917], [-4.0518, 0.2811, 0.1364], [-2.9354, -1.4019, -0.8117], [0.0769, 0.3195, 1.4691], [0.5340, 0.4405, -0.2783]]
}

(6)
{
  "formula": "C2H2F6N2O3S2",
  "method": "ωB97M-V/def2-TZVPD",
  "total_energy_ev": -49200.935,
  "e_above_lowest_kcal_mol": 10.30,
  "gap_ev": 10.7,
  "charge": 0,
  "symbols": ["C", "C", "N", "N", "O", "O", "O", "F", "F", "F", "F", "F", "F", "S", "S", "H", "H"],
  "positions_angstrom": [[-1.9378, 0.4038, 2.0691], [2.4752, 2.7439, 0.0645], [0.2657, 2.4845, 1.2949], [-0.2295, 0.4318, -0.4003], [-1.8839, 2.2732, -0.0517], [2.4735, 2.5002, 2.5626], [1.7923, 0.4538, 1.2538], [-1.0829, -0.2594, 2.8738], [-2.8920, 0.8362, 2.7791], [-2.5353, -0.4639, 1.1366], [2.7549, 3.9937, 0.4183], [1.5934, 2.6967, -0.9253], [3.6429, 2.1457, -0.3251], [-0.8077, 1.6142, 0.6312], [1.7693, 1.8611, 1.4912], [-0.8158, 0.3794, -1.2097], [0.0849, -0.5321, -0.1303]]
}

(7)
{
  "formula": "C2H2F6P2",
  "method": "ωB97M-V/def2-TZVPD",
  "total_energy_ev": -36984.327,
  "e_above_lowest_kcal_mol": 0.00,
  "spin_multiplicity": 3,
  "s_squared": 2.01,
  "gap_ev": [7.1, 8.4],
  "charge": 0,
  "symbols": ["C", "C", "F", "F", "F", "F", "F", "F", "P", "P", "H", "H"],
  "positions_angstrom": [[-2.2831, 0.5682, -0.1411], [2.5444, 0.0996, -0.1540], [-2.8009, 1.5437, 0.6929], [-2.4804, 0.8819, -1.4241], [-3.1365, -0.3670, 0.1770], [1.8852, 0.2020, -1.3578], [3.4855, 1.0531, 0.0706], [3.1591, -1.1173, -0.2574], [-0.3509, -0.4084, 0.3791], [1.4404, 0.0326, 1.3784], [-1.0919, -1.1068, 1.3149], [-0.3709, -1.3818, -0.6786]]
}

(8)
{
  "formula": "C2H2FIS",
  "method": "ωB97M-V/def2-TZVPD",
  "total_energy_ev": -23758.036,
  "e_above_lowest_kcal_mol": 18.88,
  "gap_ev": 8.9,
  "charge": 0,
  "symbols": ["F", "C", "S", "C", "I", "H", "H"],
  "positions_angstrom": [[0.0015, 1.1386, 1.6529], [0.6031, 0.5227, 0.2487], [1.9552, 1.1496, -0.1593], [-0.2729, -0.5928, -0.2050], [-1.8156, 0.1302, -1.5165], [0.3614, -1.2195, -0.6464], [-0.8327, -1.1288, 0.6257]]
}